{
  "formula": "C56H78As3BBaF4NO9P",
  "method": "wB97M-V/def2-TZVPD",
  "e_above_lowest_kj_mol": 116.08,
  "energy_ha": -10411.39114,
  "lumo_ev": -1.1,
  "total_charge": 0,
  "homo_ev": -7.24,
  "multiplicity": 1,
  "max_force_ev_per_a": 1.8,
  "gap_ev": 6.132,
  "species": ["Ba", "C", "O", "C", "O", "C", "C", "As", "C", "C", "C", "As", "C", "C", "O", "O", "C", "C", "O", "O", "C", "C", "O", "O", "C", "H", "H", "H", "H", "H", "H", "H", "H", "H", "H", "H", "H", "H", "H", "H", "H", "H", "H", "C", "C", "C", "C", "C", "C", "As", "N", "C", "C", "C", "C", "C", "C", "C", "C", "C", "C", "C", "C", "C", "C", "C", "C", "C", "C", "H", "H", "H", "H", "H", "H", "H", "H", "H", "H", "H", "H", "H", "H", "H", "H", "H", "H", "H", "H", "H", "H", "H", "H", "H", "H", "H", "F", "B", "F", "F", "F", "O", "P", "C", "C", "C", "C", "C", "C", "C", "C", "C", "C", "C", "C", "C", "C", "C", "C", "C", "C", "H", "H", "H", "H", "H", "H", "H", "H", "H", "H", "H", "H", "H", "H", "H", "H", "H", "H", "H", "H", "H", "H", "H", "H", "H", "H", "H", "H", "H", "H", "H", "H", "H"],
  "positions_angstrom": [[0.27, 0.12, -0.62], [4.34, 2.34, -0.26], [5.59, 1.94, 0.31], [6.41, 1.05, -0.28], [7.48, 0.82, 0.20], [5.92, 0.31, -1.50], [6.70, 0.29, -2.58], [6.59, -0.81, -4.29], [7.55, -2.32, -3.51], [4.71, -1.07, -3.74], [4.47, -1.88, -2.69], [4.24, -0.75, -1.11], [5.14, -1.76, 0.31], [4.87, -3.32, -2.77], [5.07, -3.88, -3.82], [4.86, -3.94, -1.59], [5.17, -5.34, -1.63], [3.98, 0.21, -3.98], [4.49, 1.24, -4.36], [2.65, 0.10, -3.78], [1.91, 1.28, -4.17], [8.03, 1.01, -2.66], [9.05, 0.37, -2.76], [8.07, 2.34, -2.69], [6.87, 3.12, -2.77], [4.24, 3.41, -0.07], [3.53, 1.81, 0.24], [4.29, 2.16, -1.33], [8.58, -1.98, -3.50], [7.43, -3.19, -4.15], [7.25, -2.55, -2.49], [6.14, -2.04, 0.00], [4.54, -2.61, 0.58], [5.19, -1.08, 1.16], [5.19, -5.66, -0.59], [6.14, -5.50, -2.10], [4.41, -5.88, -2.19], [0.87, 1.07, -3.93], [2.03, 1.46, -5.24], [2.25, 2.15, -3.61], [7.19, 4.11, -3.07], [6.39, 3.18, -1.79], [6.17, 2.71, -3.50], [-5.79, -3.11, 4.15], [-4.52, -2.42, 3.76], [-3.43, -3.13, 3.28], [-2.24, -2.51, 2.90], [-1.13, -3.38, 2.40], [-2.11, -1.12, 3.04], [-0.56, -0.01, 2.52], [0.72, -0.94, 1.64], [1.56, -1.92, 2.13], [2.00, -2.04, 3.46], [2.79, -3.11, 3.86], [3.17, -4.11, 2.97], [2.75, -4.00, 1.65], [1.98, -2.92, 1.24], [0.14, 0.63, 4.24], [0.85, 1.84, 4.17], [1.24, 2.50, 2.87], [1.26, 2.47, 5.34], [0.99, 1.94, 6.59], [1.42, 2.63, 7.85], [0.33, 0.72, 6.64], [-0.10, 0.05, 5.50], [-0.72, -1.31, 5.71], [-3.22, -0.38, 3.51], [-3.22, 1.11, 3.72], [-4.39, -1.04, 3.86], [-5.73, -4.19, 3.98], [-6.64, -2.74, 3.58], [-6.02, -2.96, 5.21], [-3.50, -4.21, 3.18], [-1.46, -4.42, 2.34], [-0.26, -3.35, 3.06], [-0.77, -3.08, 1.42], [1.74, -1.28, 4.18], [3.11, -3.17, 4.90], [3.77, -4.95, 3.30], [3.02, -4.76, 0.92], [1.64, -2.89, 0.21], [1.24, 1.82, 2.02], [2.25, 2.90, 2.94], [0.58, 3.33, 2.61], [1.82, 3.40, 5.27], [1.94, 3.57, 7.64], [2.10, 2.00, 8.43], [0.56, 2.86, 8.49], [0.15, 0.26, 7.61], [-0.45, -1.68, 6.70], [-0.38, -2.03, 4.98], [-1.81, -1.29, 5.65], [-2.30, 1.62, 3.48], [-3.44, 1.34, 4.77], [-4.01, 1.57, 3.12], [-5.23, -0.46, 4.23], [0.58, 3.70, -0.14], [1.11, 3.37, -1.37], [0.11, 3.29, -2.35], [2.18, 4.13, -1.75], [1.60, 1.97, -1.23], [-1.92, -0.17, -1.42], [-2.94, 0.78, -2.06], [-2.87, 2.42, -1.26], [-4.17, 3.26, -1.36], [-4.90, 3.31, -0.03], [-4.05, 4.03, 1.02], [-2.56, 3.70, 0.87], [-2.34, 2.36, 0.19], [-2.34, 1.13, -3.74], [-3.08, 2.22, -4.53], [-4.24, 1.67, -5.35], [-3.72, 0.62, -6.34], [-3.04, -0.53, -5.62], [-1.96, -0.06, -4.64], [-4.60, 0.07, -1.84], [-4.76, -0.36, -0.35], [-4.49, -1.84, -0.16], [-5.55, -2.68, -0.89], [-5.99, -2.00, -2.20], [-4.88, -1.13, -2.77], [-2.09, 2.93, -1.84], [-4.83, 2.89, -2.16], [-3.90, 4.28, -1.66], [-5.13, 2.29, 0.30], [-5.87, 3.81, -0.15], [-4.40, 3.77, 2.02], [-4.20, 5.11, 0.93], [-2.07, 3.69, 1.85], [-2.04, 4.47, 0.29], [-2.83, 1.57, 0.76], [-1.28, 2.13, 0.23], [-1.39, 1.59, -3.42], [-2.36, 2.67, -5.22], [-3.40, 3.04, -3.88], [-4.74, 2.48, -5.88], [-4.99, 1.22, -4.70], [-3.01, 1.11, -7.02], [-4.54, 0.25, -6.97], [-2.56, -1.20, -6.35], [-3.78, -1.14, -5.12], [-1.10, 0.26, -5.22], [-1.61, -0.90, -4.02], [-5.33, 0.85, -2.06], [-5.78, -0.12, -0.04], [-4.10, 0.21, 0.31], [-4.48, -2.08, 0.90], [-3.49, -2.07, -0.53], [-6.42, -2.83, -0.25], [-5.15, -3.68, -1.11], [-6.86, -1.36, -2.01], [-6.31, -2.74, -2.93], [-5.15, -0.76, -3.75], [-3.97, -1.73, -2.90]]
}

---

{
  "formula": "C56H80Cl2KO7PS2",
  "method": "wB97M-V/def2-TZVPD",
  "e_above_lowest_kj_mol": 192.95,
  "energy_ha": -5366.83201,
  "lumo_ev": 3.6,
  "total_charge": -2,
  "homo_ev": -2.01,
  "multiplicity": 1,
  "max_force_ev_per_a": 2.8,
  "gap_ev": 5.624,
  "species": ["K", "C", "O", "C", "C", "C", "C", "C", "C", "C", "C", "C", "C", "C", "C", "C", "C", "C", "C", "C", "C", "C", "C", "C", "C", "C", "C", "C", "C", "C", "C", "C", "C", "O", "C", "C", "C", "C", "C", "O", "C", "C", "C", "C", "C", "C", "O", "C", "C", "C", "C", "H", "H", "H", "H", "H", "H", "H", "H", "H", "H", "H", "H", "H", "H", "H", "H", "H", "H", "H", "H", "H", "H", "H", "H", "H", "H", "H", "H", "H", "H", "H", "H", "H", "H", "H", "H", "H", "H", "H", "H", "H", "H", "H", "H", "H", "H", "H", "H", "H", "H", "H", "H", "H", "H", "H", "H", "H", "H", "Cl", "C", "Cl", "H", "H", "C", "C", "C", "O", "P", "S", "S", "O", "C", "C", "C", "H", "H", "H", "H", "H", "H", "H", "H", "H", "H", "H", "H", "H", "H", "C", "C", "C", "O", "H", "H", "H", "H", "H", "H"],
  "positions_angstrom": [[0.36, 0.33, 0.25], [-2.57, 1.65, -1.24], [-1.30, 1.79, -0.61], [-1.17, 2.86, 0.27], [-1.82, 2.88, 1.50], [-2.59, 1.69, 2.09], [-1.82, 1.11, 3.27], [-1.97, 1.62, 4.55], [-1.21, 1.19, 5.64], [-0.24, 0.21, 5.36], [-0.08, -0.34, 4.10], [0.99, -1.37, 3.80], [2.20, -0.70, 3.15], [2.96, 0.12, 4.00], [3.97, 0.95, 3.55], [4.20, 0.98, 2.17], [3.48, 0.19, 1.29], [3.81, 0.26, -0.19], [3.40, 1.54, -0.93], [4.14, 1.90, -2.04], [3.79, 2.96, -2.89], [2.58, 3.59, -2.61], [1.79, 3.25, -1.51], [0.40, 3.88, -1.44], [-0.33, 3.91, -0.11], [-0.21, 5.02, 0.71], [-0.90, 5.11, 1.92], [-1.68, 4.03, 2.29], [-0.80, 6.33, 2.83], [-0.12, 5.91, 4.15], [0.02, 7.46, 2.20], [-2.20, 6.87, 3.14], [2.23, 2.29, -0.55], [1.63, 2.08, 0.56], [4.74, 3.41, -4.01], [4.94, 2.28, -5.04], [6.10, 3.78, -3.42], [4.20, 4.63, -4.76], [2.53, -0.71, 1.80], [1.96, -1.54, 0.85], [1.63, -2.88, 1.20], [4.81, 1.82, 4.48], [4.59, 3.30, 4.12], [6.29, 1.47, 4.32], [4.42, 1.62, 5.95], [-0.90, 0.06, 3.00], [-0.82, -0.52, 1.85], [-1.44, 1.78, 7.03], [-1.21, 3.29, 7.01], [-0.50, 1.17, 8.08], [-2.88, 1.50, 7.49], [-3.14, 2.58, -1.17], [-3.14, 0.85, -0.78], [-2.40, 1.40, -2.28], [-2.71, 0.91, 1.35], [-3.58, 2.03, 2.42], [-2.73, 2.38, 4.71], [0.41, -0.15, 6.16], [0.54, -2.12, 3.15], [1.30, -1.86, 4.73], [2.68, 0.12, 5.05], [4.94, 1.65, 1.75], [3.34, -0.58, -0.70], [4.89, 0.14, -0.31], [5.04, 1.32, -2.26], [2.21, 4.37, -3.27], [-0.25, 3.35, -2.15], [0.48, 4.91, -1.80], [0.44, 5.81, 0.38], [-2.19, 4.03, 3.25], [0.90, 5.57, 3.96], [-0.66, 5.09, 4.63], [-0.08, 6.76, 4.85], [1.04, 7.14, 1.98], [0.07, 8.30, 2.90], [-0.44, 7.81, 1.27], [-2.81, 6.13, 3.68], [-2.73, 7.12, 2.21], [-2.14, 7.77, 3.76], [5.33, 1.38, -4.56], [5.65, 2.59, -5.82], [3.99, 2.03, -5.52], [6.57, 2.92, -2.93], [5.98, 4.56, -2.66], [6.79, 4.15, -4.20], [3.26, 4.41, -5.27], [4.93, 4.95, -5.51], [4.03, 5.47, -4.07], [2.16, -3.19, 2.10], [1.94, -3.51, 0.37], [0.55, -2.98, 1.33], [4.87, 3.50, 3.09], [5.19, 3.95, 4.78], [3.53, 3.56, 4.24], [6.65, 1.71, 3.32], [6.44, 0.40, 4.48], [6.90, 2.02, 5.04], [3.38, 1.90, 6.13], [5.06, 2.25, 6.58], [4.56, 0.58, 6.26], [-0.19, 3.52, 6.67], [-1.34, 3.73, 8.01], [-1.90, 3.79, 6.33], [0.55, 1.36, 7.82], [-0.64, 0.09, 8.16], [-0.70, 1.61, 9.06], [-3.60, 1.93, 6.79], [-3.07, 1.94, 8.48], [-3.06, 0.43, 7.54], [1.44, -2.63, -2.27], [2.70, -3.75, -2.67], [4.31, -2.99, -2.85], [2.45, -4.22, -3.61], [2.77, -4.49, -1.88], [-0.02, -5.76, -2.32], [-1.02, -5.73, -3.45], [-0.76, -4.61, -4.45], [-2.37, -5.72, -2.97], [-3.21, -4.56, -2.17], [-4.46, -5.57, -1.03], [-2.07, -3.13, -1.48], [-3.99, -3.89, -3.44], [-5.08, -4.55, -4.10], [-4.70, -4.75, -5.56], [-6.32, -3.70, -3.93], [0.99, -5.89, -2.73], [-0.24, -6.59, -1.64], [-0.06, -4.83, -1.75], [-0.96, -6.68, -3.98], [-0.84, -3.64, -3.96], [-1.48, -4.65, -5.27], [0.25, -4.72, -4.87], [-5.25, -5.52, -3.63], [-4.50, -3.79, -6.04], [-5.50, -5.26, -6.10], [-3.79, -5.36, -5.62], [-6.15, -2.70, -4.33], [-6.55, -3.62, -2.87], [-7.17, -4.16, -4.45], [0.34, 1.64, -4.64], [1.13, 0.59, -3.88], [2.14, -0.25, -4.64], [0.93, 0.40, -2.71], [0.68, 1.77, -5.67], [0.43, 2.59, -4.10], [-0.72, 1.35, -4.65], [2.48, 0.24, -5.55], [1.65, -1.20, -4.90], [2.98, -0.47, -3.99]]
}

---

{
  "formula": "C56H80N6O22",
  "method": "wB97M-V/def2-TZVPD",
  "e_above_lowest_kj_mol": 171.91,
  "smiles": "O=[N+]([O-])c1ccccc1.O=[N+]([O-])c1ccccc1.O=[N+]([O-])c1ccccc1.O=[N+]([O-])c1ccccc1.O=[N+]([O-])c1ccccc1.O=[N+]([O-])c1ccccc1.COCCOC.COCCOC.COCCOC.COCCOC.COCCOC",
  "energy_ha": -4164.74887,
  "lumo_ev": -0.9,
  "total_charge": 0,
  "homo_ev": -9.29,
  "multiplicity": 1,
  "max_force_ev_per_a": 4.8,
  "gap_ev": 8.353,
  "species": ["O", "N", "O", "C", "C", "C", "C", "C", "C", "H", "H", "H", "H", "H", "O", "N", "O", "C", "C", "C", "C", "C", "C", "H", "H", "H", "H", "H", "O", "N", "O", "C", "C", "C", "C", "C", "C", "H", "H", "H", "H", "H", "O", "N", "O", "C", "C", "C", "C", "C", "C", "H", "H", "H", "H", "H", "O", "N", "O", "C", "C", "C", "C", "C", "C", "H", "H", "H", "H", "H", "O", "N", "O", "C", "C", "C", "C", "C", "C", "H", "H", "H", "H", "H", "C", "O", "C", "C", "O", "C", "H", "H", "H", "H", "H", "H", "H", "H", "H", "H", "C", "O", "C", "C", "O", "C", "H", "H", "H", "H", "H", "H", "H", "H", "H", "H", "C", "O", "C", "C", "O", "C", "H", "H", "H", "H", "H", "H", "H", "H", "H", "H", "C", "O", "C", "C", "O", "C", "H", "H", "H", "H", "H", "H", "H", "H", "H", "H", "C", "O", "C", "C", "O", "C", "H", "H", "H", "H", "H", "H", "H", "H", "H", "H"],
  "positions_angstrom": [[8.87, 10.94, -4.26], [9.29, 9.97, -3.68], [9.48, 8.88, -4.20], [9.69, 10.18, -2.27], [9.10, 11.21, -1.55], [9.57, 11.55, -0.32], [10.54, 10.77, 0.32], [11.18, 9.71, -0.36], [10.75, 9.51, -1.70], [8.24, 11.68, -2.00], [9.06, 12.26, 0.33], [10.89, 10.92, 1.33], [11.90, 9.02, 0.07], [11.11, 8.64, -2.22], [9.09, 6.01, -13.37], [8.02, 5.63, -12.87], [7.08, 6.40, -12.68], [7.78, 4.23, -12.59], [6.54, 3.75, -12.13], [6.32, 2.39, -11.86], [7.38, 1.51, -11.93], [8.63, 1.95, -12.39], [8.84, 3.34, -12.66], [5.69, 4.40, -12.03], [5.37, 2.08, -11.43], [7.32, 0.45, -11.73], [9.46, 1.27, -12.50], [9.75, 3.72, -13.09], [11.22, 7.80, -17.15], [11.75, 8.66, -16.43], [11.81, 9.82, -16.85], [12.34, 8.29, -15.18], [13.28, 9.16, -14.51], [13.68, 9.04, -13.23], [13.41, 7.84, -12.66], [12.53, 6.86, -13.24], [12.04, 7.11, -14.53], [13.53, 10.08, -15.00], [14.46, 9.71, -12.90], [13.76, 7.67, -11.65], [12.27, 5.92, -12.77], [11.34, 6.43, -15.01], [7.76, 2.38, -5.48], [7.39, 2.62, -6.64], [7.52, 1.73, -7.47], [6.93, 4.03, -7.11], [6.73, 4.32, -8.44], [6.33, 5.56, -8.87], [6.16, 6.60, -7.94], [6.40, 6.33, -6.54], [6.84, 5.09, -6.16], [6.92, 3.47, -9.08], [6.03, 5.75, -9.89], [5.86, 7.58, -8.26], [6.29, 7.03, -5.73], [7.05, 4.93, -5.12], [11.45, 5.64, -10.28], [10.65, 4.78, -9.97], [9.46, 4.91, -9.93], [11.23, 3.43, -9.76], [12.66, 3.27, -9.71], [13.22, 1.93, -9.57], [12.38, 0.85, -9.48], [11.01, 0.99, -9.60], [10.43, 2.27, -9.62], [13.32, 4.12, -9.74], [14.29, 1.87, -9.47], [12.74, -0.16, -9.43], [10.43, 0.08, -9.50], [9.38, 2.50, -9.68], [5.55, 18.47, -3.32], [4.78, 17.47, -3.46], [3.58, 17.57, -3.48], [5.37, 16.13, -3.70], [4.59, 15.04, -4.12], [5.27, 13.88, -4.58], [6.60, 13.70, -4.32], [7.39, 14.75, -3.83], [6.76, 15.98, -3.56], [3.51, 15.10, -4.19], [4.73, 13.16, -5.17], [7.04, 12.77, -4.65], [8.47, 14.74, -3.74], [7.42, 16.76, -3.23], [7.35, 10.87, -6.92], [7.69, 9.95, -7.99], [8.73, 9.08, -7.57], [9.19, 8.27, -8.85], [9.84, 9.16, -9.77], [9.90, 8.60, -11.11], [6.88, 11.78, -7.30], [8.19, 11.40, -6.48], [6.70, 10.46, -6.15], [8.26, 8.35, -6.91], [9.61, 9.54, -7.10], [8.40, 7.77, -9.42], [9.96, 7.56, -8.54], [10.74, 7.91, -11.24], [10.08, 9.45, -11.77], [8.95, 8.16, -11.43], [6.53, 13.37, -10.81], [7.91, 13.64, -11.02], [8.67, 12.39, -11.12], [10.15, 12.65, -11.51], [10.85, 13.23, -10.50], [11.34, 12.32, -9.54], [5.95, 14.27, -11.00], [6.24, 13.03, -9.81], [6.09, 12.66, -11.51], [8.14, 11.73, -11.81], [8.61, 11.93, -10.13], [10.27, 13.32, -12.36], [10.72, 11.79, -11.86], [11.90, 11.46, -9.92], [10.48, 11.93, -9.00], [11.94, 12.85, -8.80], [7.87, 17.56, -10.21], [8.33, 17.96, -8.88], [7.49, 17.47, -7.85], [7.43, 15.95, -7.65], [8.69, 15.37, -7.49], [8.65, 13.97, -7.46], [7.97, 16.50, -10.47], [8.35, 18.15, -10.99], [6.82, 17.84, -10.33], [6.50, 17.92, -7.99], [7.89, 17.98, -6.97], [6.94, 15.55, -8.54], [6.81, 15.77, -6.77], [8.10, 13.64, -8.34], [8.13, 13.52, -6.62], [9.67, 13.57, -7.41], [17.10, 8.59, -10.21], [15.79, 8.04, -9.94], [15.39, 8.12, -8.59], [14.07, 7.36, -8.50], [13.08, 7.98, -7.71], [12.53, 9.15, -8.26], [17.19, 9.66, -10.05], [17.21, 8.36, -11.27], [17.91, 8.09, -9.66], [15.42, 9.18, -8.32], [16.07, 7.72, -7.83], [14.27, 6.40, -8.03], [13.67, 7.13, -9.49], [12.28, 9.06, -9.32], [13.24, 9.97, -8.17], [11.61, 9.51, -7.80], [3.68, 11.10, -7.49], [3.91, 11.22, -8.87], [3.10, 10.38, -9.62], [3.60, 10.36, -11.12], [4.70, 9.45, -11.31], [5.88, 9.62, -10.56], [2.64, 11.18, -7.19], [4.18, 11.90, -6.94], [4.18, 10.18, -7.18], [2.04, 10.60, -9.67], [3.24, 9.36, -9.29], [3.98, 11.34, -11.43], [2.72, 10.28, -11.77], [6.19, 10.67, -10.50], [6.71, 9.01, -10.91], [5.54, 9.33, -9.57]]
}

---

Question: Which formula does entry 3 have?
Answer: C56H80N6O22

---

Question: Which formula does entry 1 have?
Answer: C56H78As3BBaF4NO9P